14
Properties=species:S:1:pos:R:3:mulliken_charge:R:1 method="wB97M-V/def2-TZVPD" smiles="COC(=S)C(=S)SC" total_energy_ha=-1425.7648 mol_weight_g_mol=166.3 e_above_lowest_ev=1.067 gap_ev=8.02 charge=0
C 1.757 1.445 -0.697 -0.65
O 2.245 0.133 -0.355 -0.32
C 1.549 -0.732 0.313 0.24
S 2.099 -2.165 0.841 -0.22
C 0.096 -0.420 0.585 0.04
S -0.226 0.680 1.707 -0.19
S -0.976 -1.301 -0.416 0.11
C -2.602 -0.765 0.080 -0.83
H 0.738 1.312 -1.003 0.38
H 2.438 1.760 -1.535 0.23
H 1.810 2.095 0.171 0.29
H -3.235 -1.044 -0.821 0.31
H -3.076 -1.321 0.948 0.28
H -2.616 0.322 0.183 0.32

=====

24
Properties=species:S:1:pos:R:3:mulliken_charge:R:1 method="wB97M-V/def2-TZVPD" smiles=CCCSC.O.O.O total_energy_ha=-785.8688 mol_weight_g_mol=144.2 e_above_lowest_ev=0.916 gap_ev=9.07 charge=0
C -0.584 -0.999 0.939 -0.94
C 0.922 -0.980 1.335 -0.32
C 1.686 0.188 0.709 -0.75
S 1.645 1.672 1.797 -0.06
C 0.502 2.780 0.920 -0.89
H -0.770 -1.870 0.321 0.28
H -1.228 -1.078 1.810 0.26
H -0.833 -0.027 0.504 0.27
H 1.375 -1.932 1.063 0.36
H 1.011 -0.841 2.407 0.28
H 1.297 0.665 -0.184 0.26
H 2.700 -0.137 0.466 0.34
H -0.489 2.834 1.360 0.24
H 0.942 3.775 1.034 0.33
H 0.536 2.566 -0.136 0.35
O -0.661 -3.804 -4.229 -0.64
H -0.305 -3.395 -5.035 0.31
H -1.419 -4.321 -4.530 0.34
O 1.579 4.141 5.406 -0.62
H 1.336 5.044 5.641 0.31
H 0.839 3.855 4.859 0.31
O -3.515 -3.002 -5.712 -0.65
H -3.699 -2.802 -4.785 0.33
H -2.867 -2.332 -5.961 0.32

=====

62
Properties=species:S:1:pos:R:3:lowdin_spin:R:1 method="wB97M-V/def2-TZVPD" total_energy_ha=-2267.0731 multiplicity=2 mol_weight_g_mol=423.5 e_above_lowest_ev=0.000 gap_ev="7.98 / 8.55" charge=+2
Cr -0.729 -0.023 0.246 0.98
C -2.371 2.520 -1.676 0.00
C -1.674 1.321 -2.299 0.00
N -0.410 0.925 -1.617 -0.01
C 0.599 2.020 -1.549 0.00
C 0.738 2.485 -0.116 0.01
N 0.886 1.270 0.724 0.00
C 1.245 1.601 2.136 0.00
C 0.075 1.509 3.096 0.00
C -0.372 0.076 3.341 0.00
N -1.183 -0.511 2.238 -0.01
C -2.654 -0.322 2.390 0.00
C -3.087 0.980 1.754 0.00
N -2.547 1.053 0.373 0.00
C -2.773 2.399 -0.198 0.00
H -3.264 2.688 -2.280 0.00
H -1.765 3.418 -1.809 0.00
H -1.451 1.561 -3.341 0.00
H -2.317 0.439 -2.303 0.00
H -0.004 0.189 -2.190 0.00
H 0.331 2.844 -2.211 0.00
H 1.554 1.624 -1.891 0.00
H -0.137 3.038 0.226 0.00
H 1.607 3.138 -0.008 0.00
H 1.671 0.750 0.324 0.00
H 1.675 2.604 2.155 0.00
H 2.027 0.908 2.450 0.00
H -0.748 2.136 2.748 0.00
H 0.389 1.932 4.051 0.00
H -0.937 -0.001 4.272 0.00
H 0.514 -0.553 3.450 0.00
H -1.016 -1.514 2.281 0.00
H -2.937 -0.349 3.444 0.00
H -3.142 -1.159 1.887 0.00
H -2.719 1.842 2.310 0.00
H -4.178 1.049 1.741 0.00
H -3.083 0.383 -0.180 0.00
H -2.219 3.105 0.422 0.00
H -3.828 2.655 -0.078 0.00
C 0.895 -3.420 -1.485 0.00
C 0.097 -2.827 -0.338 0.00
C 0.095 -3.749 0.870 0.00
O 0.650 -1.533 0.050 0.00
C -1.341 -2.569 -0.775 0.00
O -2.030 -3.398 -1.278 0.00
O -1.785 -1.317 -0.511 0.02
H 1.902 -3.676 -1.161 0.00
H 0.955 -2.734 -2.331 0.00
H 0.393 -4.324 -1.826 0.00
H 1.115 -3.924 1.210 0.00
H -0.354 -4.701 0.591 0.00
H -0.487 -3.349 1.703 0.00
H 1.505 -1.336 -0.447 0.00
N 5.002 -0.786 -1.865 0.00
C 4.288 -0.754 -3.033 0.00
C 2.983 -0.774 -2.659 0.00
N 2.888 -0.812 -1.280 0.00
C 4.132 -0.826 -0.843 0.00
H 6.007 -0.803 -1.784 0.00
H 4.759 -0.734 -3.999 0.00
H 2.120 -0.802 -3.302 0.00
H 4.441 -0.882 0.186 0.00

=====

23
Properties=species:S:1:pos:R:3:mulliken_charge:R:1 method="wB97M-V/def2-TZVPD" total_energy_ha=-383.9982 mol_weight_g_mol=119.2 e_above_lowest_ev=1.439 gap_ev=10.04 charge=+1
C -0.704 0.833 -2.690 -1.02
C -0.558 1.592 -1.384 -0.50
C -2.197 0.805 0.200 -0.08
N -1.025 0.748 -0.259 0.30
H -0.287 -0.170 -2.600 0.32
H -1.753 0.709 -2.957 0.33
H -0.214 1.363 -3.496 0.34
H 0.488 1.827 -1.185 0.29
H -1.130 2.519 -1.358 0.37
H -2.502 0.154 1.005 0.25
H -2.898 1.532 -0.199 0.29
H -0.309 0.060 0.145 0.33
C 2.318 -1.048 0.366 -1.02
N 0.885 -1.030 0.708 -0.49
C 0.701 -0.847 2.153 -0.60
O -0.676 -0.759 2.447 -0.50
H 2.756 -0.072 0.582 0.35
H 2.438 -1.281 -0.686 0.33
H 2.860 -1.794 0.941 0.35
H 0.522 -1.953 0.484 0.26
H 1.164 -1.660 2.724 0.41
H 1.141 0.112 2.423 0.34
H -1.018 -1.642 2.636 0.33

=====

58
Properties=species:S:1:pos:R:3:lowdin_spin:R:1 method="wB97M-V/def2-TZVPD" total_energy_ha=-9471.7817 multiplicity=2 mol_weight_g_mol=928.0 e_above_lowest_ev=4.788 gap_ev="4.57 / 4.68" charge=+3
Ir -0.094 -0.231 0.962 0.87
N 2.829 3.168 1.147 0.00
C 1.372 2.875 1.131 0.00
C 0.656 3.329 2.394 0.00
C -0.798 2.846 2.348 0.00
N -0.863 1.378 2.483 -0.02
C -1.498 3.309 1.070 0.00
C -0.719 3.007 -0.214 0.00
N -0.745 1.570 -0.541 0.00
C 0.726 3.492 -0.104 0.00
H 3.233 3.055 2.082 0.00
H 3.053 4.111 0.809 0.00
H 3.265 2.432 0.520 0.00
H 1.276 1.778 1.060 0.00
H 0.657 4.416 2.474 0.00
H 1.149 2.918 3.279 0.00
H -1.323 3.298 3.201 0.00
H -1.835 1.108 2.636 0.00
H -0.354 1.122 3.325 0.00
H -1.662 4.383 1.134 0.00
H -2.481 2.844 1.016 0.00
H -1.200 3.564 -1.028 0.00
H -0.125 1.408 -1.334 0.00
H -1.691 1.340 -0.831 0.00
H 0.723 4.581 -0.043 0.00
H 1.277 3.203 -1.000 0.00
Se 2.374 -0.108 2.955 0.02
Se 2.635 -1.835 4.333 -0.01
Te 0.240 -2.669 4.984 0.00
Se -1.084 -2.072 3.078 0.01
C -0.991 -4.354 -1.196 0.00
C -0.330 -3.229 -0.368 0.00
N -0.926 -1.933 -0.688 0.04
C -2.377 -2.009 -0.538 0.00
C -2.979 -3.020 -1.541 0.00
N -1.857 -3.713 -2.211 0.00
C -1.055 -2.756 -3.010 0.00
C -0.599 -1.616 -2.078 0.00
H -1.608 -5.009 -0.576 0.00
H -0.243 -4.968 -1.701 0.00
H 0.737 -3.168 -0.580 0.00
H -0.466 -3.426 0.696 0.00
H -2.804 -1.022 -0.712 0.00
H -2.603 -2.293 0.492 0.00
H -3.590 -2.522 -2.296 0.00
H -3.606 -3.753 -1.028 0.00
H -2.236 -4.429 -2.837 0.00
H -1.657 -2.384 -3.841 0.00
H -0.194 -3.283 -3.424 0.00
H -1.084 -0.681 -2.352 0.00
H 0.480 -1.481 -2.154 0.00
Cl 2.407 0.163 -3.419 0.00
C 3.331 -0.603 -2.096 0.01
Cl 3.077 -2.340 -2.098 0.00
C 2.753 0.049 -0.793 0.01
O 3.329 1.036 -0.355 0.00
O 1.708 -0.498 -0.381 0.06
H 4.392 -0.381 -2.236 0.00

=====

12
Properties=species:S:1:pos:R:3:mulliken_charge:R:1 method="wB97M-V/def2-TZVPD" smiles="C=O.CC" total_energy_ha=-194.2928 mol_weight_g_mol=60.1 e_above_lowest_ev=1.174 gap_ev=11.16 charge=0
C 1.415 0.544 -6.358 -0.08
O 2.150 0.373 -7.296 -0.37
H 0.994 1.540 -6.151 0.23
H 1.290 -0.328 -5.692 0.22
C -0.740 -0.145 2.461 -0.86
C -0.645 -0.429 3.940 -0.76
H -1.503 0.609 2.215 0.27
H 0.109 0.307 1.974 0.30
H -1.119 -0.989 1.878 0.27
H 0.261 -0.971 4.203 0.26
H -1.528 -0.975 4.261 0.26
H -0.685 0.464 4.565 0.26

=====

16
Properties=species:S:1:pos:R:3:mulliken_charge:R:1 method="wB97M-V/def2-TZVPD" total_energy_ha=-491.9055 mol_weight_g_mol=138.1 e_above_lowest_ev=9.196 gap_ev=5.96 charge=0
C 0.483 -0.452 0.490 0.57
C 0.304 0.949 0.244 -0.38
C -0.862 1.527 0.066 -0.39
C -2.012 -0.667 -0.025 0.28
C 2.615 0.162 -0.318 -0.46
C 2.169 -0.953 -0.583 -0.72
H -0.653 -2.263 0.244 0.27
H 1.190 1.585 0.339 0.33
H -1.063 2.590 0.159 0.39
H -2.956 1.136 -0.312 0.28
H 3.178 1.163 -0.582 0.37
H 1.820 -1.976 -0.527 0.49
N -0.735 -1.229 0.214 -0.09
N -2.035 0.741 0.059 -0.16
O 1.552 -0.996 0.725 -0.21
O -2.996 -1.316 -0.193 -0.58

=====

17
Properties=species:S:1:pos:R:3:mulliken_charge:R:1 method="wB97M-V/def2-TZVPD" total_energy_ha=-309.7188 mol_weight_g_mol=98.1 e_above_lowest_ev=3.363 gap_ev=9.16 charge=0
C 1.791 -0.652 0.072 -1.47
C 0.561 0.149 0.494 0.36
C 0.184 1.373 -0.379 -0.59
C -1.324 1.611 -0.302 -0.73
C -1.811 0.365 0.195 -0.32
C -0.743 -0.682 0.546 -0.27
O -0.781 -1.765 -0.371 -0.57
H 1.720 -1.021 -0.957 0.32
H 2.698 -0.045 0.133 0.40
H 1.930 -1.528 0.711 0.35
H 0.740 0.529 1.509 0.31
H 0.497 1.280 -1.431 0.32
H 0.663 2.293 -0.030 0.42
H -1.933 0.476 -0.974 0.17
H -2.860 0.204 0.468 0.46
H -0.901 -1.141 1.529 0.47
H -0.433 -1.445 -1.214 0.37

=====

8
Properties=species:S:1:pos:R:3:mulliken_charge:R:1 method="wB97M-V/def2-TZVPD" total_energy_ha=-374.4804 mol_weight_g_mol=97.1 e_above_lowest_ev=2.613 gap_ev=8.96 charge=+1
C 0.481 -1.420 0.163 -0.02
C -0.257 -0.652 2.323 0.60
C 0.134 0.338 -1.512 0.50
N -0.034 -0.729 1.125 -0.09
N -0.012 1.402 -1.942 -0.02
O 0.351 -0.771 -1.084 -0.14
O -0.530 -0.414 3.398 -0.18
H -0.133 2.246 -2.469 0.34

=====

24
Properties=species:S:1:pos:R:3:mulliken_charge:R:1 method="wB97M-V/def2-TZVPD" total_energy_ha=-611.1710 mol_weight_g_mol=144.1 e_above_lowest_ev=11.199 gap_ev=3.49 charge=0
O 1.873 -1.622 1.165 -0.63
H 0.914 -1.727 1.328 0.30
H 1.799 -2.003 0.292 0.36
O -1.197 1.963 1.231 -0.90
H -2.095 2.268 1.291 0.26
H 0.429 1.744 0.544 0.42
O 1.569 2.395 -2.909 -0.64
H -0.739 -1.115 -1.723 0.16
H 0.778 1.819 -3.160 0.28
O -1.025 -0.329 2.171 -0.75
H -1.085 0.662 1.805 0.39
H -0.345 -0.305 2.894 0.33
O 1.241 1.843 -0.026 -0.66
H 1.572 2.392 -1.945 0.39
H 1.538 0.905 -0.167 0.38
O 1.512 -1.785 -1.390 -0.52
H 1.809 -1.987 -2.296 0.33
H 0.593 -1.577 -1.462 0.16
O -0.988 -2.550 0.678 -0.56
H -1.644 -2.598 0.003 0.32
H -1.245 -1.681 1.089 0.44
O -2.746 0.527 -0.801 -0.57
H -2.174 0.272 -1.561 0.27
H -2.164 0.854 -0.082 0.44

=====

86
Properties=species:S:1:pos:R:3:mulliken_charge:R:1 method="wB97M-V/def2-TZVPD" total_energy_ha=-3998.3519 mol_weight_g_mol=683.8 e_above_lowest_ev=0.000 gap_ev="6.14 / 6.13" charge=0
Co -0.233 1.025 0.245 -1.51
C -1.920 1.110 -3.541 -1.33
C -0.858 0.102 -3.075 0.62
C 0.482 0.738 -2.732 -1.69
N 0.400 1.555 -1.528 0.83
C 0.963 2.751 -1.507 1.38
C 1.922 3.196 -2.448 -0.83
C 2.424 4.458 -2.694 -0.62
C 2.090 5.682 -2.128 -0.59
C 1.219 5.871 -1.073 -0.65
C 0.571 4.943 -0.271 -1.10
C 0.589 3.539 -0.312 1.20
N 0.147 2.774 0.675 0.64
C -0.203 3.267 1.998 -0.71
C 0.364 2.375 3.103 -1.33
C -0.269 0.967 3.190 -0.92
N -0.910 0.623 1.932 0.51
C -2.158 0.156 1.906 0.92
C -2.693 -0.592 2.965 -0.72
C -3.963 -1.103 3.152 -0.94
C -5.108 -0.941 2.385 -0.71
C -5.212 -0.209 1.218 -0.77
C -4.242 0.456 0.481 -0.75
C -2.859 0.555 0.675 1.43
N -2.042 1.157 -0.195 0.41
C -2.596 2.011 -1.243 -1.42
C -3.046 1.302 -2.527 -0.67
H -2.347 0.786 -4.491 0.40
H -1.451 2.081 -3.732 0.40
H -0.682 -0.649 -3.848 0.69
H -1.236 -0.429 -2.204 -0.71
H 0.761 1.375 -3.574 0.63
H 1.268 -0.022 -2.636 0.18
H 2.342 2.413 -3.065 0.45
H 3.173 4.495 -3.478 0.37
H 2.554 6.563 -2.551 0.36
H 1.033 6.904 -0.798 0.35
H -0.036 5.367 0.517 0.43
H -1.291 3.354 2.093 0.08
H 0.225 4.261 2.130 0.74
H 0.208 2.882 4.057 0.48
H 1.451 2.323 2.992 0.38
H -1.035 0.989 3.968 0.93
H 0.481 0.237 3.497 -0.02
H -1.975 -0.862 3.728 0.39
H -4.075 -1.711 4.042 0.37
H -6.010 -1.417 2.746 0.36
H -6.208 -0.152 0.793 0.36
H -4.618 0.946 -0.407 0.45
H -1.824 2.738 -1.500 0.27
H -3.426 2.584 -0.818 0.99
H -3.851 1.889 -2.977 0.46
H -3.472 0.327 -2.275 0.31
C -1.365 -4.687 -1.491 -1.44
C -1.260 -3.191 -1.737 -0.63
S -0.134 -2.352 -0.585 0.76
O -0.492 -2.871 0.765 -0.80
C 1.450 -3.098 -1.119 -0.72
C 1.851 -4.303 -0.280 -1.07
H -2.258 -5.079 -1.977 0.45
H -1.435 -4.887 -0.422 0.33
H -0.504 -5.220 -1.892 0.30
H -2.221 -2.697 -1.572 0.45
H -0.930 -2.951 -2.748 0.37
H 2.191 -2.304 -1.025 0.30
H 1.343 -3.344 -2.178 0.76
H 1.934 -4.038 0.771 -0.16
H 2.824 -4.666 -0.611 0.44
H 1.132 -5.115 -0.359 0.31
N 1.712 0.571 0.671 0.18
C 2.373 -0.676 1.056 -0.57
C 3.662 -0.902 0.591 -0.60
C 4.334 -2.053 0.968 -0.83
C 3.725 -2.965 1.820 0.99
C 2.437 -2.728 2.274 -1.89
C 1.747 -1.588 1.885 0.85
S 4.590 -4.471 2.295 1.41
O 5.273 -4.086 3.517 -0.68
O 5.461 -4.725 1.160 -0.73
O 3.513 -5.430 2.471 -0.68
H 2.239 0.961 -0.107 0.47
H 1.854 1.243 1.421 0.27
H 4.138 -0.179 -0.067 0.44
H 5.326 -2.274 0.596 0.48
H 1.960 -3.481 2.889 0.25
H 0.710 -1.455 2.159 0.23

=====

19
Properties=species:S:1:pos:R:3:mulliken_charge:R:1 method="wB97M-V/def2-TZVPD" smiles=C[C@@H]1O[C@](C)(O)C1(O)O total_energy_ha=-497.4491 mol_weight_g_mol=134.1 e_above_lowest_ev=1.613 gap_ev=10.55 charge=0
C 2.252 0.874 -0.137 -1.70
C 0.896 0.418 -0.639 0.11
O -0.145 1.339 -0.427 -0.52
C -1.021 0.232 0.276 0.77
C -2.253 -0.106 -0.532 -1.38
O -1.284 0.634 1.554 -0.51
C 0.184 -0.722 0.182 0.81
O -0.019 -1.836 -0.629 -0.57
O 0.676 -1.070 1.427 -0.60
H 2.196 1.082 0.930 0.42
H 2.538 1.780 -0.667 0.38
H 3.005 0.106 -0.313 0.35
H 0.948 0.131 -1.701 0.33
H -2.888 0.774 -0.618 0.41
H -2.802 -0.901 -0.029 0.30
H -1.957 -0.438 -1.524 0.32
H -1.806 1.447 1.526 0.40
H -0.159 -2.635 -0.106 0.34
H 1.640 -1.109 1.426 0.35